{"formula": "C44H42FN6O9Ti", "method": "ωB97M-V/def2-TZVPD", "gap_ev": [5.11, 5.11], "homo_energy_ev": [-3.370, -3.370], "spin_multiplicity": 1, "total_charge": -1, "symbols": ["Ti", "C", "O", "C", "N", "C", "C", "C", "C", "C", "C", "C", "C", "C", "C", "C", "C", "N", "C", "N", "C", "C", "O", "C", "C", "C", "C", "C", "C", "H", "H", "H", "H", "H", "H", "H", "H", "H", "H", "H", "H", "H", "H", "H", "H", "H", "H", "H", "O", "C", "O", "C", "C", "C", "N", "C", "C", "C", "O", "O", "H", "H", "H", "F", "C", "C", "C", "C", "C", "C", "H", "H", "H", "H", "O", "C", "O", "C", "N", "C", "C", "C", "H", "H", "H", "H", "H", "H", "H", "H", "H", "C", "N", "C", "C", "O", "H", "H", "H", "H", "H", "H", "H"], "coordinates": [[-0.77331, -0.37783, -1.25186], [3.26426, -0.83878, -3.22690], [2.72659, -2.09065, -2.83350], [1.56765, -1.80174, -2.14909], [1.24044, -0.50778, -2.08955], [2.09582, 0.14858, -3.08837], [2.57299, 1.54233, -2.77144], [3.64446, 2.08425, -3.48024], [4.08817, 3.37246, -3.22085], [3.45782, 4.14720, -2.25607], [2.37958, 3.62138, -1.55939], [1.95056, 2.32845, -1.81853], [0.74890, -2.80460, -1.70444], [1.11895, -4.17373, -1.78800], [0.25756, -5.15248, -1.42791], [-1.00937, -4.74045, -0.90897], [-1.33898, -3.42781, -0.78848], [-0.52254, -2.37040, -1.22430], [-2.58897, -3.12267, -0.08012], [-2.88435, -2.03701, 0.49205], [-4.18688, -2.19828, 1.13359], [-4.64197, -3.59681, 0.67387], [-3.49128, -4.15306, 0.01942], [-4.00339, -2.00525, 2.62209], [-3.46911, -3.01594, 3.41711], [-3.24510, -2.80666, 4.76896], [-3.53497, -1.57429, 5.34059], [-4.04853, -0.55565, 4.55119], [-4.28434, -0.77334, 3.20026], [3.63073, -0.92821, -4.24947], [4.09818, -0.56609, -2.56788], [1.55170, 0.20026, -4.04238], [4.13284, 1.49938, -4.25113], [4.92040, 3.77752, -3.78237], [3.79330, 5.15818, -2.06328], [1.85956, 4.22167, -0.82269], [1.11868, 1.91044, -1.28280], [2.10309, -4.39691, -2.17826], [0.51313, -6.19939, -1.50409], [-1.72509, -5.47368, -0.56522], [-4.85889, -1.42600, 0.75335], [-5.45558, -3.53722, -0.05016], [-4.93158, -4.25989, 1.48947], [-3.21599, -3.97204, 2.97265], [-2.84161, -3.60643, 5.37894], [-3.36446, -1.41099, 6.39726], [-4.26955, 0.41126, 4.98458], [-4.67734, 0.02490, 2.58154], [-2.88489, 5.98054, 1.17589], [-3.63564, 5.08388, 0.75000], [-4.87110, 5.02809, 0.65993], [-2.89196, 3.79845, 0.28721], [-1.52562, 3.66264, 0.50753], [-0.87693, 2.51443, 0.10599], [-1.50894, 1.51738, -0.52452], [-2.83475, 1.62307, -0.70760], [-3.55473, 2.73885, -0.32065], [-3.48890, 0.39230, -1.29950], [-4.69569, 0.28351, -1.36019], [-2.63537, -0.51851, -1.67425], [-1.00450, 4.47096, 1.00280], [0.17383, 2.35584, 0.31811], [-4.62462, 2.77902, -0.46650], [-0.93391, 1.52002, -7.24052], [-0.91734, 1.15529, -5.92755], [-0.99350, -0.18718, -5.60740], [-0.95979, -0.54934, -4.26837], [-0.85192, 0.39553, -3.23947], [-0.80488, 1.73470, -3.62167], [-0.82968, 2.12851, -4.96056], [-1.07796, -0.92422, -6.39559], [-1.00978, -1.60644, -4.02101], [-0.74356, 2.51951, -2.87431], [-0.78957, 3.17177, -5.24586], [3.19721, -0.88601, 1.75761], [2.88943, 0.22449, 1.08133], [1.81971, 0.42169, 0.57315], [4.02485, 1.24571, 0.97711], [5.22747, 0.75488, 1.67466], [5.57819, 1.69755, 2.75213], [4.26101, 2.40031, 3.05828], [3.64332, 2.56062, 1.67060], [4.19040, 1.40111, -0.09216], [5.99536, 0.59853, 1.03804], [4.13726, -0.74959, 2.02011], [6.32340, 2.42865, 2.41799], [5.98716, 1.16275, 3.61014], [4.40642, 3.34819, 3.57318], [3.63139, 1.76521, 3.68558], [4.09850, 3.40033, 1.14320], [2.56612, 2.71184, 1.67911], [0.33293, -2.74329, 2.28451], [-0.13066, -1.55204, 2.96845], [0.00837, -1.50411, 4.40313], [-0.64240, -0.52357, 2.27820], [-0.76131, -0.49979, 1.06995], [-0.21521, -3.61727, 2.64604], [1.40093, -2.88357, 2.45994], [0.16181, -2.62601, 1.21678], [-0.61715, -2.26215, 4.87961], [-0.29750, -0.52589, 4.77099], [1.05027, -1.67830, 4.68662], [-0.96773, 0.31500, 2.91461]], "forces_ev_per_angstrom": [[0.74, -0.75, -0.07], [0.04, 0.06, -0.01], [-0.07, 0.04, 0.00], [0.04, -0.26, -0.07], [-0.31, -0.27, 0.33], [0.05, 0.13, 0.05], [0.02, -0.01, -0.05], [0.01, -0.02, 0.03], [0.01, 0.00, 0.00], [-0.01, 0.01, 0.01], [0.01, 0.01, 0.00], [-0.04, -0.01, -0.02], [0.11, -0.13, 0.12], [-0.08, 0.02, -0.03], [0.09, 0.06, -0.03], [-0.11, 0.11, 0.08], [0.02, -0.12, 0.00], [-0.04, 0.13, -0.30], [-0.04, -0.03, 0.03], [0.02, -0.07, 0.02], [-0.04, 0.03, -0.01], [-0.05, -0.01, 0.03], [-0.05, 0.01, -0.04], [-0.04, -0.03, 0.01], [0.01, 0.02, -0.01], [-0.03, -0.02, 0.00], [-0.03, 0.01, 0.02], [0.02, 0.00, 0.02], [0.02, -0.01, -0.03], [0.02, 0.01, 0.02], [-0.04, 0.00, 0.02], [-0.03, -0.03, 0.04], [0.01, -0.01, -0.01], [0.02, 0.00, -0.01], [0.00, 0.01, 0.00], [-0.01, 0.02, 0.02], [0.00, 0.01, 0.01], [0.02, 0.02, 0.01], [0.00, -0.01, 0.00], [0.02, 0.03, -0.01], [0.01, -0.01, 0.01], [0.03, 0.00, 0.00], [0.00, 0.01, -0.01], [-0.01, -0.02, -0.01], [0.00, 0.00, 0.00], [0.01, 0.01, 0.01], [-0.01, 0.01, 0.01], [-0.02, 0.01, -0.01], [0.09, 0.05, -0.01], [0.01, -0.10, 0.15], [-0.07, -0.02, -0.08], [-0.01, 0.03, -0.07], [0.00, -0.01, 0.00], [0.00, -0.03, 0.11], [-0.25, 0.39, -0.12], [-0.09, 0.06, -0.02], [0.02, -0.06, 0.08], [-0.11, 0.03, -0.01], [0.06, 0.01, 0.02], [-0.34, 0.04, 0.10], [0.00, 0.01, 0.00], [-0.02, 0.01, 0.01], [-0.01, 0.01, -0.01], [0.00, 0.00, 0.01], [0.00, -0.01, 0.00], [-0.01, 0.03, -0.02], [0.01, -0.02, 0.05], [0.01, 0.27, -0.11], [-0.03, 0.00, 0.00], [-0.01, -0.01, -0.02], [0.00, -0.01, -0.02], [0.01, 0.00, 0.00], [0.00, -0.01, 0.00], [0.01, 0.01, 0.00], [-0.05, 0.03, -0.01], [0.06, 0.14, -0.23], [0.02, -0.08, 0.42], [-0.02, -0.01, -0.06], [0.02, -0.03, -0.02], [0.03, 0.03, 0.03], [0.03, 0.02, -0.01], [0.00, -0.02, 0.00], [0.00, -0.02, 0.02], [-0.01, 0.01, 0.00], [0.01, 0.02, 0.01], [-0.02, -0.01, 0.01], [0.00, 0.02, 0.00], [-0.01, 0.00, 0.02], [-0.01, -0.01, 0.01], [0.00, -0.01, -0.01], [-0.01, 0.02, -0.01], [-0.02, -0.03, -0.06], [0.02, 0.05, -0.02], [0.05, -0.03, 0.04], [0.02, -0.08, 0.11], [0.29, 0.33, -0.46], [0.00, 0.01, -0.01], [0.00, 0.00, 0.02], [0.02, -0.01, 0.06], [0.04, 0.01, -0.02], [-0.03, 0.00, 0.01], [0.00, 0.03, -0.01], [0.00, -0.01, -0.02]]}


{"formula": "C3H8NO2", "method": "ωB97M-V/def2-TZVPD", "gap_ev": 12.00, "homo_energy_ev": -15.572, "spin_multiplicity": 1, "total_charge": 1, "smiles": "C[NH2+]CC(=O)O", "symbols": ["O", "C", "C", "N", "C", "O", "H", "H", "H", "H", "H", "H", "H", "H"], "coordinates": [[1.64508, -0.54222, -2.17820], [1.09536, -0.68088, -0.99077], [0.23585, 0.53812, -0.62543], [-0.91174, 0.05050, 0.20955], [-0.81298, 0.35664, 1.66898], [1.20666, -1.55665, -0.18129], [2.16742, -1.29307, -2.40746], [-0.15619, 1.05396, -1.50014], [0.83045, 1.23595, -0.04336], [-1.73805, 0.57670, -0.07673], [-1.10090, -0.93957, 0.04915], [-1.78996, 0.14140, 2.09332], [-0.54800, 1.37383, 1.81091], [-0.12300, -0.31473, 2.17146]], "forces_ev_per_angstrom": [[-0.81, 0.99, 0.28], [-0.30, 0.92, 0.71], [0.05, -0.43, -0.61], [-0.21, 1.13, 0.18], [-0.40, -1.57, 0.56], [0.06, -0.51, -0.41], [0.96, -1.24, -0.29], [0.03, -0.08, 0.01], [0.03, 0.01, 0.08], [-0.06, -0.26, -0.33], [0.22, -0.11, 0.08], [-0.10, 0.22, 0.07], [0.21, 0.86, 0.00], [0.33, 0.07, -0.31]]}


Quick rundown of energy relative to the best compared isomer or geometry (same formula, charge and spin), same order as above: 1.625 0.761 eV